(1)
This record from the OMol25 dataset describes a cluster of 8 separate species, C31H49N7O3 in total at a distorted geometry. The level of theory is ωB97M-V with the def2-TZVPD basis set.

Calculated values
- calculated total energy (hartree) = -1818.999837

```
! RIJCOSX wB97M-V def2-TZVPD def2/J DEFGRID3
* xyz 0 1
C 3.493 3.348 -3.267
O 2.401 4.049 -2.777
C 1.396 3.156 -2.304
C 0.553 4.084 -1.486
N -0.568 3.471 -0.733
H -0.202 2.749 -0.093
H -0.950 4.293 -0.290
C -1.689 3.003 -1.667
C -2.760 2.194 -0.815
O -3.752 1.785 -1.730
C -4.913 1.112 -1.208
H 4.068 2.810 -2.508
H 4.355 4.068 -3.610
H 3.202 2.667 -4.179
H 1.732 2.242 -1.880
H 1.078 2.850 -3.345
H 0.231 4.970 -1.958
H 1.093 4.493 -0.624
H -1.171 2.267 -2.249
H -2.050 3.793 -2.126
H -3.154 2.711 0.050
H -2.333 1.176 -0.605
H -5.405 0.704 -1.923
H -5.604 2.050 -0.823
H -4.650 0.274 -0.465
C 0.179 0.275 -0.249
O 0.000 1.235 0.747
H 0.983 -0.283 0.050
H 0.514 0.638 -1.018
H -0.601 -0.337 -0.232
N 2.188 2.527 1.370
C 2.307 3.697 2.177
C 3.519 4.111 2.101
C 4.271 3.218 1.145
C 3.369 2.303 0.825
H 1.516 1.802 1.390
H 1.255 3.871 2.656
H 3.937 4.998 2.900
H 5.160 3.162 0.820
H 3.677 1.473 0.138
N 4.185 -1.343 2.383
C 2.935 -1.644 1.704
C 3.164 -2.938 1.279
C 4.598 -3.416 1.635
C 5.230 -2.251 2.217
H 4.296 -0.407 2.817
H 2.422 -0.855 1.718
H 2.469 -3.413 0.728
H 5.078 -4.296 1.388
H 6.231 -2.081 2.561
N -1.538 1.498 2.987
C -1.109 2.440 3.975
C -2.060 2.585 4.878
C -3.225 1.724 4.330
C -2.844 1.144 3.212
H -0.948 1.277 2.039
H -0.149 2.964 3.915
H -2.042 3.194 5.991
H -4.184 1.573 4.780
H -3.165 0.388 2.584
N -3.618 -3.311 1.400
C -4.247 -4.179 2.289
C -3.924 -3.665 3.539
C -3.010 -2.397 3.334
C -2.944 -2.356 1.999
H -3.723 -3.517 0.517
H -4.882 -5.047 2.125
H -4.039 -4.197 4.515
H -2.537 -1.912 4.029
H -2.376 -1.721 1.341
N -0.464 -2.315 -5.115
C 0.632 -2.204 -6.055
C 1.426 -1.280 -5.485
C 0.784 -0.702 -4.170
C -0.412 -1.448 -3.998
H -1.187 -3.020 -5.142
H 0.574 -2.719 -6.810
H 2.341 -0.846 -5.942
H 1.193 0.212 -3.538
H -1.084 -1.529 -3.095
N -0.939 -5.981 -0.088
C -0.655 -4.864 0.668
C -0.011 -3.982 -0.137
C 0.022 -4.649 -1.597
C -0.515 -5.881 -1.421
H -1.268 -6.827 0.385
H -1.089 -4.756 1.556
H 0.079 -3.142 0.095
H 0.380 -4.206 -2.494
H -0.527 -6.710 -2.030
*
```

In elementary charge units, the Löwdin charges are:
1. C -0.14
2. O -0.20
3. C -0.20
4. C -0.10
5. N 0.07
6. H 0.10
7. H 0.17
8. C -0.02
9. C -0.17
10. O -0.23
11. C -0.06
12. H 0.07
13. H 0.12
14. H 0.12
15. H 0.10
16. H 0.14
17. H 0.13
18. H 0.14
19. H 0.12
20. H 0.08
21. H 0.12
22. H 0.12
23. H 0.00
24. H 0.15
25. H 0.11
26. C -0.21
27. O -0.39
28. H 0.05
29. H -0.03
30. H 0.04
31. N 0.02
32. C -0.17
33. C -0.12
34. C -0.07
35. C -0.23
36. H 0.06
37. H 0.13
38. H 0.16
39. H 0.01
40. H 0.14
41. N -0.04
42. C -0.06
43. C -0.06
44. C -0.03
45. C -0.11
46. H 0.14
47. H 0.01
48. H 0.01
49. H 0.04
50. H 0.09
51. N 0.00
52. C -0.19
53. C -0.12
54. C -0.12
55. C -0.21
56. H 0.12
57. H 0.08
58. H 0.15
59. H 0.07
60. H 0.07
61. N 0.01
62. C -0.12
63. C -0.06
64. C -0.02
65. C -0.21
66. H 0.08
67. H 0.10
68. H 0.09
69. H 0.03
70. H 0.11
71. N -0.03
72. C -0.08
73. C -0.10
74. C -0.07
75. C -0.14
76. H 0.13
77. H 0.01
78. H 0.09
79. H 0.09
80. H 0.12
81. N -0.01
82. C -0.11
83. C -0.01
84. C -0.02
85. C -0.14
86. H 0.15
87. H 0.07
88. H -0.06
89. H 0.06
90. H 0.08

---

(2)
This record from the OMol25 dataset describes a cluster of 9 separate species, C9H36O9 in total. The level of theory is ωB97M-V with the def2-TZVPD basis set.

Calculated values
- calculated total energy (hartree) = -1041.655357
- SMILES = CC(C)O.CC(C)O.CC(C)O.O.O.O.O.O.O

```
! RIJCOSX wB97M-V def2-TZVPD def2/J DEFGRID3
* xyz 0 1
O -0.289 -0.621 4.338
H -0.047 0.080 3.720
H -0.148 -0.247 5.211
O -0.366 -0.316 0.201
H 0.445 -0.117 -0.289
H -0.383 0.290 0.951
O -1.630 0.123 -2.894
H -1.505 -0.553 -2.212
H -1.533 -0.343 -3.727
O -2.457 -1.985 -0.789
H -1.795 -1.383 -0.418
H -2.026 -2.847 -0.737
O -0.955 2.688 -1.520
H -0.952 1.722 -1.577
H -0.142 2.921 -1.068
O 0.600 1.463 2.372
H 0.350 2.390 2.434
H 1.518 1.450 2.083
C 0.922 -4.718 -1.710
C 0.781 -4.575 -0.211
C 1.875 -3.726 0.408
O -0.513 -3.980 0.019
H 0.001 -5.134 -2.114
H 1.739 -5.393 -1.969
H 1.105 -3.740 -2.160
H 0.784 -5.569 0.254
H 1.715 -3.647 1.485
H 1.849 -2.720 -0.017
H 2.860 -4.156 0.225
H -0.527 -3.512 0.860
C 4.149 0.754 -1.972
C 2.686 0.668 -2.309
C 2.283 -0.719 -2.797
O 1.854 0.926 -1.164
H 4.365 0.238 -1.032
H 4.506 1.782 -1.861
H 4.753 0.282 -2.749
H 2.442 1.404 -3.084
H 1.205 -0.770 -2.941
H 2.613 -1.478 -2.085
H 2.768 -0.925 -3.752
H 2.103 1.777 -0.787
C -2.893 4.008 3.358
C -3.141 3.843 1.871
C -2.752 2.461 1.360
O -4.536 4.054 1.621
H -3.549 3.335 3.911
H -3.119 5.025 3.688
H -1.851 3.798 3.610
H -2.568 4.588 1.306
H -3.234 2.284 0.403
H -3.064 1.680 2.058
H -1.670 2.395 1.236
H -4.631 4.744 0.961
*
```

In elementary charge units, the Löwdin charges are:
1. O -0.06
2. H -0.02
3. H 0.03
4. O -0.05
5. H 0.01
6. H 0.01
7. O -0.05
8. H 0.00
9. H 0.04
10. O -0.07
11. H -0.02
12. H 0.01
13. O -0.06
14. H -0.01
15. H 0.01
16. O -0.04
17. H 0.06
18. H 0.07
19. C -0.05
20. C -0.48
21. C -0.05
22. O -0.07
23. H 0.08
24. H 0.08
25. H 0.07
26. H 0.13
27. H 0.08
28. H 0.07
29. H 0.08
30. H 0.09
31. C -0.06
32. C -0.47
33. C -0.04
34. O -0.08
35. H 0.09
36. H 0.08
37. H 0.09
38. H 0.14
39. H 0.07
40. H 0.07
41. H 0.09
42. H 0.09
43. C -0.06
44. C -0.49
45. C -0.05
46. O -0.05
47. H 0.08
48. H 0.08
49. H 0.07
50. H 0.13
51. H 0.09
52. H 0.09
53. H 0.04
54. H 0.09